Record 1
Computed, not measured: the ion C5H6N with charge +1, with ωB97M-V/def2-TZVPD.

```
! wB97M-V def2-TZVPD RIJCOSX def2/J DEFGRID3
* xyz 1 3
C -1.7369 -0.5029 0.0150
C 1.5393 -1.0159 0.0633
C -0.3944 1.7009 0.0391
C 0.9794 1.3120 0.0288
C -1.1861 0.6670 -0.0367
N 1.4538 0.1965 -0.0748
H -2.0806 -0.7047 -1.1041
H -1.9851 -1.1317 0.9134
H 1.7520 -1.4486 1.1428
H 1.5801 -1.7292 -0.7880
H -0.5067 2.7098 0.0363
H 1.6766 2.1141 0.1049
*
```

Summary:
gap between HOMO and LUMO (alpha / beta): 6.638 / 6.893 eV
relative energy (zero: lowest compared OMol25 entry of this formula, charge and spin): 3.167 eV

---

Record 2
Computed, not measured: a structure of composition C20H38Cl2LiNO3, with ωB97M-V/def2-TZVPD.

```
! wB97M-V def2-TZVPD RIJCOSX def2/J DEFGRID3
* xyz 0 1
C -4.2794 -5.7893 3.9727
C -3.0122 -5.1011 3.2860
C -3.1473 -3.5244 3.4143
C -3.8747 -2.9497 2.1246
C -3.1746 -1.6243 1.6427
C -2.2346 -1.8171 0.3985
C -1.4187 -3.1597 0.6766
O -0.4393 -3.0777 1.4246
O -1.8299 -4.2252 0.0949
N -1.2991 -0.6909 0.1152
C -1.6926 0.5961 0.7018
C -0.8785 1.8823 0.2468
C 0.4370 2.0331 1.1062
C 0.9545 3.5248 1.0041
C 2.5197 3.6299 0.8083
C 2.8928 2.8590 -0.5185
C 4.2632 3.4405 -1.0653
C 5.2188 2.2097 -1.3642
C 6.4766 2.7839 -2.1334
O 6.0337 3.2667 -3.4138
C 6.0752 2.2260 -4.3983
C -1.0789 -0.7160 -1.3134
Cl 0.6518 -0.2729 -1.7889
C -2.1687 0.0155 -2.2283
C -2.9120 -1.0787 -3.1212
Cl -1.3933 1.1749 -3.4834
H -3.9082 -6.2938 4.8976
H -4.7457 -6.5376 3.2886
H -5.0680 -5.0518 4.2523
H -2.0522 -5.4229 3.7556
H -2.9744 -5.3825 2.2086
H -3.6842 -3.2851 4.3626
H -2.0960 -3.1349 3.4837
H -4.0035 -3.7146 1.3266
H -4.9061 -2.6563 2.4726
H -2.6286 -1.2014 2.5269
H -3.9707 -0.8810 1.3811
H -2.9214 -1.9945 -0.4809
H -2.7876 0.8063 0.4647
H -1.5256 0.5218 1.8056
H -1.5156 2.7737 0.5352
H -0.6891 1.9737 -0.8667
H 0.1199 1.8910 2.1750
H 1.2045 1.2648 0.8714
H 0.6213 4.1569 1.8722
H 0.4557 3.9864 0.1028
H 2.7602 4.7210 0.7169
H 3.0126 3.2278 1.7248
H 2.9802 1.7702 -0.2636
H 2.0736 3.0075 -1.2673
H 4.0517 4.0079 -2.0000
H 4.7236 4.0746 -0.2709
H 5.4880 1.7360 -0.3908
H 4.6665 1.5268 -2.0591
H 6.9279 3.6029 -1.5268
H 7.2361 1.9681 -2.2675
H 6.0454 1.2167 -3.9161
H 5.1925 2.3569 -5.0708
H 7.0084 2.3109 -5.0212
H -1.1333 -1.7951 -1.6101
H -3.0089 0.5519 -1.6700
H -2.2406 -1.9111 -3.4191
H -3.8521 -1.3943 -2.6158
H -3.2238 -0.5371 -4.0523
Li -2.3216 2.1249 -1.6444
*
```

Summary:
gap between HOMO and LUMO: 5.279 eV

---

Record 3
Computed, not measured: a structure of composition C42H58N5O2Ti, with ωB97M-V/def2-TZVPD.

```
! wB97M-V def2-TZVPD RIJCOSX def2/J DEFGRID3
* xyz 1 1
Ti 1.5726 1.0081 -0.5629
C -3.0149 -2.1406 4.4648
C -2.4083 -2.8054 3.2378
C -1.8775 -4.1818 3.6130
C -3.5065 -2.9903 2.2162
C -1.2724 -1.9213 2.6870
C -1.1173 -1.6634 1.3513
C -0.1255 -0.7874 0.9178
N 0.1574 -0.4869 -0.5091
C -0.9249 -0.1873 -1.4504
C -1.8988 -1.0834 -1.8514
C -2.9353 -0.6317 -2.6498
C -2.9628 0.7023 -3.0077
C -1.9947 1.6461 -2.6447
C -0.9238 1.1528 -1.8636
O 0.1576 1.8588 -1.4391
C -2.1212 3.1503 -2.9909
C -0.9173 3.6190 -3.8269
C -3.4249 3.4117 -3.7665
C -2.1818 3.9444 -1.6895
C -4.0018 -1.6361 -3.1390
C -4.6310 -2.2924 -1.9323
C -3.3058 -2.6931 -3.9856
C -5.0943 -0.9561 -3.9559
C 0.6942 -0.1032 1.8162
O 1.4733 0.9148 1.2838
C 0.6583 -0.4660 3.1622
C -0.3291 -1.3658 3.5402
C 1.7065 0.1402 4.1247
C 3.1410 -0.2570 3.6962
C 1.6041 1.6804 4.1803
C 1.4423 -0.4200 5.5321
H -3.7149 -2.8546 4.9267
H -3.5312 -1.2040 4.2457
H -2.2651 -1.9460 5.2274
H -2.6854 -4.7883 4.0165
H -1.1199 -4.1149 4.3932
H -1.4515 -4.7094 2.7643
H -4.3447 -3.4992 2.6959
H -3.1988 -3.6719 1.3945
H -3.8490 -2.0604 1.7981
H -1.7199 -2.1615 0.5922
H -1.8514 -2.1141 -1.5202
H -3.7837 1.0690 -3.6053
H -0.8898 3.1479 -4.8077
H 0.0301 3.4541 -3.3226
H -0.9692 4.6865 -4.0191
H -3.4713 2.9127 -4.7181
H -3.4921 4.4840 -3.9793
H -4.2870 3.1511 -3.1532
H -1.3234 3.7229 -1.0449
H -3.0365 3.6648 -1.0878
H -2.2210 5.0065 -1.9169
H -3.8699 -2.7316 -1.2985
H -5.2894 -3.1119 -2.2475
H -5.2338 -1.5835 -1.3704
H -2.6976 -3.3672 -3.3748
H -2.6571 -2.2906 -4.7431
H -4.0589 -3.3124 -4.4776
H -5.5764 -0.1822 -3.3655
H -5.8836 -1.6979 -4.1867
H -4.7259 -0.5173 -4.8867
H -0.3640 -1.5933 4.5827
H 3.3845 0.1283 2.7123
H 3.2632 -1.3331 3.6765
H 3.8677 0.1096 4.4426
H 1.9395 2.1453 3.2633
H 2.1675 2.0693 5.0334
H 0.5838 2.0117 4.3343
H 1.4886 -1.4938 5.4811
H 0.4794 -0.0989 5.9323
H 2.2229 -0.0735 6.2312
N 4.0161 2.2827 1.0503
C 4.5431 1.4414 0.0951
C 5.8436 0.9902 0.2293
C 6.4038 0.3203 -0.8388
C 5.6564 0.0900 -2.0059
C 4.3318 0.4326 -1.9811
N 3.7693 1.0675 -0.9220
C 3.1073 3.2881 0.7992
C 3.1730 4.4252 1.6170
C 2.2772 5.4372 1.3899
C 1.3838 5.3173 0.3356
C 1.3577 4.1726 -0.4095
N 2.1862 3.1339 -0.1489
H 4.6646 2.4730 1.7983
H 6.4102 1.2085 1.1432
H 7.4297 -0.0250 -0.7987
H 6.1166 -0.4026 -2.8394
H 3.6535 0.1725 -2.7712
H 3.9531 4.4325 2.3662
H 2.2984 6.3436 2.0130
H 0.6998 6.1312 0.0931
H 0.6147 3.9970 -1.1666
C 2.2267 -2.3449 -2.7267
C 1.9028 -2.2168 -1.2205
C 0.8206 -3.2263 -0.8389
C 3.1758 -2.4312 -0.3710
N 1.4394 -0.8092 -0.9742
H 2.4097 -3.3732 -3.0118
H 3.1057 -1.7620 -3.0207
H 1.3913 -2.0168 -3.3408
H 1.2118 -4.2542 -0.9263
H -0.0111 -3.1593 -1.5509
H 0.4639 -3.0831 0.1743
H 3.7765 -3.2756 -0.7471
H 2.9029 -2.6473 0.6561
H 3.7919 -1.5418 -0.3263
*
```

Summary:
gap between HOMO and LUMO: 7.756 eV
relative energy (zero: lowest compared OMol25 entry of this formula, charge and spin): 0.000 eV

---

Record 4
Computed, not measured: the molecule C4H9NS, with ωB97M-V/def2-TZVPD.

```
! wB97M-V def2-TZVPD RIJCOSX def2/J DEFGRID3
* xyz 0 1
C 2.3139 -0.3481 -0.1762
C 1.0725 0.5116 -0.0451
C -1.3346 0.3962 0.2068
C -2.5511 -0.4203 0.2897
H 2.1548 -1.0968 -0.9391
H 3.1928 0.2442 -0.3800
H 2.4310 -0.8561 0.7764
H 1.1569 1.2196 0.8315
H 0.9059 1.0813 -0.9272
H -0.1647 -1.0840 -0.5438
H -1.4469 1.0846 -0.6788
H -1.2445 1.1075 1.0350
H -2.3617 -1.4494 0.5623
N -0.1028 -0.3812 0.1777
S -4.0218 -0.0090 -0.1892
*
```

Summary:
gap between HOMO and LUMO: 8.572 eV
relative energy (zero: lowest compared OMol25 entry of this formula, charge and spin): 1.298 eV

---

Record 5
Computed, not measured: a structure of composition C34H38Cl4N5O9RbS3, with ωB97M-V/def2-TZVPD.

```
! wB97M-V def2-TZVPD RIJCOSX def2/J DEFGRID3
* xyz -2 1
Rb 0.2375 1.2200 0.1661
Cl 3.1010 2.3586 1.0935
C 2.7647 3.9786 1.7639
Cl 1.6530 3.9387 3.1509
H 2.3167 4.5881 0.9859
H 3.7084 4.3848 2.1042
Cl -2.8718 1.6510 2.1614
C -3.6872 2.1712 0.6766
Cl -5.3937 1.6220 0.6162
H -3.1595 1.7098 -0.1537
H -3.6934 3.2509 0.6611
S 0.1844 -1.4918 -6.7850
C 0.5110 -0.8663 -5.1539
C 0.2312 0.4661 -4.8872
C 0.5140 0.9546 -3.6182
N 1.0057 0.2014 -2.6414
C 1.2561 -1.0806 -2.9065
C 1.0510 -1.6544 -4.1493
C -0.5704 -3.0500 -6.3807
C -1.8425 -3.1124 -5.8282
C -2.3846 -4.3556 -5.5440
N -1.7625 -5.5124 -5.7845
C -0.5426 -5.4376 -6.3133
C 0.0931 -4.2434 -6.6238
H -0.2148 1.1037 -5.6394
H 0.3088 1.9856 -3.3542
H 1.6091 -1.6759 -2.0728
H 1.2597 -2.7047 -4.3050
H -2.3916 -2.2067 -5.6069
H -3.3711 -4.4250 -5.1000
H -0.0380 -6.3812 -6.4934
H 1.0873 -4.2407 -7.0513
C 4.2736 -0.5178 -0.7339
C 3.7330 -1.8373 -0.2398
O 2.4745 -1.6217 0.3592
C 1.9131 -2.8237 0.8798
C 0.4928 -2.5637 1.3167
H 5.2137 -0.6688 -1.2699
H 4.4650 0.1566 0.1012
H 3.5621 -0.0348 -1.4064
H 4.4223 -2.2941 0.4839
H 3.6259 -2.5513 -1.0701
H 2.5339 -3.1769 1.7141
H 1.9413 -3.5976 0.1001
H 0.4657 -1.8139 2.1079
H 0.0553 -3.4836 1.7130
H -0.1102 -2.2179 0.4745
C -2.9702 -0.8980 -2.5552
C -1.8870 -0.7960 -1.4843
O -1.0207 -1.6947 -1.4765
O -1.9550 0.1862 -0.6873
H -3.6084 -1.7558 -2.3286
H -2.5037 -1.0826 -3.5265
H -3.5817 0.0028 -2.5958
C -4.5840 5.2347 -4.3611
C -3.4081 5.0479 -3.4378
C -3.5468 5.2117 -2.0622
C -2.4840 4.9835 -1.2018
C -1.2559 4.5804 -1.7097
C -1.0918 4.4453 -3.0810
C -2.1628 4.6762 -3.9330
S 0.0992 4.2677 -0.6068
O 0.6979 5.5673 -0.3594
O -0.5095 3.6572 0.5723
O 0.9729 3.3435 -1.3262
H -5.3123 5.9288 -3.9391
H -5.0979 4.2859 -4.5352
H -4.2690 5.6194 -5.3326
H -4.5084 5.5117 -1.6582
H -2.5951 5.1088 -0.1321
H -0.1236 4.1578 -3.4695
H -2.0308 4.5578 -5.0039
O 2.2466 -5.3452 9.7046
S 2.9396 -4.4413 8.8112
O 3.2094 -4.9715 7.4926
O 4.0444 -3.7149 9.4161
C 1.7434 -3.0931 8.5188
N 0.9650 -2.7352 9.5465
C 0.1907 -1.6779 9.3408
C 0.1622 -0.9747 8.1514
C 0.9769 -1.4499 7.1364
N 1.7650 -2.5044 7.3233
C 1.0422 -0.8002 5.7884
C 2.0757 -1.1183 4.9180
C 2.1262 -0.4900 3.6857
N 1.2395 0.4164 3.2705
C 0.2460 0.7099 4.1073
C 0.1040 0.1308 5.3597
H -0.4388 -1.3721 10.1723
H -0.4571 -0.0966 8.0374
H 2.8139 -1.8531 5.2112
H 2.9219 -0.7230 2.9847
H -0.4703 1.4483 3.7610
H -0.7409 0.4087 5.9761
*
```

Summary:
gap between HOMO and LUMO: 7.049 eV
relative energy (zero: lowest compared OMol25 entry of this formula, charge and spin): 0.938 eV

---

Record 6
Computed, not measured: the molecule C5H9NO, with ωB97M-V/def2-TZVPD.

```
! wB97M-V def2-TZVPD RIJCOSX def2/J DEFGRID3
* xyz 0 1
C -1.8781 -1.0240 -0.0431
O -1.1292 -0.1091 0.6969
C 0.2605 0.1328 0.0703
C 0.2596 1.5198 -0.5651
C 1.3071 -0.0088 1.1750
C 0.4601 -0.8930 -0.9683
N 1.3146 -1.2004 -1.6876
H -2.6859 -0.5795 -0.6505
H -1.0425 -1.4590 -0.8565
H -2.2216 -1.9039 0.5289
H 0.0532 2.2273 0.2373
H -0.5319 1.5815 -1.3126
H 1.2035 1.8100 -1.0435
H 2.2778 0.4576 0.9569
H 1.4857 -1.0547 1.4340
H 0.8669 0.5035 2.0279
*
```

Summary:
gap between HOMO and LUMO: 11.029 eV
relative energy (zero: lowest compared OMol25 entry of this formula, charge and spin): 3.016 eV

---

Record 7
Computed, not measured: a cluster of 10 separate species, C7H32BF4N14O9 in total, with ωB97M-V/def2-TZVPD.

```
! wB97M-V def2-TZVPD RIJCOSX def2/J DEFGRID3
* xyz -1 1
B -0.8114 -0.0695 0.0046
F -1.1233 0.0336 1.3372
F -0.0927 0.9339 -0.4521
F -0.1022 -1.2044 -0.2839
F -2.0242 -0.2085 -0.7116
O -2.5444 -2.1223 1.6705
H -2.5952 -2.3017 0.7316
H -2.3218 -1.1929 1.7255
O -1.7209 -3.7854 -0.9570
H -1.0938 -3.2809 -0.4389
H -1.2288 -4.0567 -1.7318
C 3.0354 1.6468 -0.4031
O 3.4703 2.6531 0.1254
N 3.0414 1.3913 -1.6770
N 2.5846 0.6258 0.2461
H 3.4466 2.0436 -2.3331
H 2.5387 0.5608 -1.9556
H 2.1158 -0.1216 -0.2456
H 2.4186 0.7468 1.2349
C -4.5703 1.8664 -1.8894
O -5.4658 2.6603 -2.0276
N -4.8336 0.5869 -1.6437
N -3.2795 2.1591 -2.0024
H -5.8010 0.3238 -1.7661
H -4.1514 -0.0596 -1.2738
H -3.2048 3.1253 -2.2873
H -2.5455 1.6206 -1.5651
C -0.7133 4.3455 0.8347
O -0.9461 5.3659 1.2495
N 0.3891 3.9459 0.1807
N -1.5771 3.3574 0.7577
H 0.2814 3.1872 -0.4773
H 1.1636 4.5928 0.1374
H -2.5409 3.5730 0.9689
H -1.4184 2.5664 0.1500
C -0.5644 -0.4219 -3.9241
O -0.7819 -0.4399 -5.0617
N 0.1779 0.5101 -3.3481
N -1.1409 -1.3001 -3.1504
H 0.1761 0.5753 -2.3403
H 0.5112 1.2552 -3.9429
H -1.0236 -1.3154 -2.1474
H -1.4103 -2.1066 -3.6955
C 2.0644 -2.6754 -1.5813
O 1.4954 -3.1533 -0.6763
N 3.2127 -2.0732 -1.5008
N 1.5514 -2.7639 -2.7873
H 3.6728 -1.6616 -2.3002
H 3.6451 -1.8500 -0.6158
H 2.0371 -2.3851 -3.5878
H 0.6158 -3.1345 -2.8728
C 2.8731 -1.4208 2.8496
O 2.3202 -0.8001 3.7272
N 2.3509 -2.0417 1.8421
N 4.0787 -1.8098 2.9188
H 3.0097 -2.5692 1.2872
H 1.3690 -1.9220 1.6379
H 4.2431 -2.4576 2.1615
H 4.5863 -1.8976 3.7876
C -1.3916 0.2590 4.7042
O -2.5903 0.2850 4.4872
N -0.7714 0.9417 5.6119
N -0.5552 -0.5197 4.1142
H -1.1033 1.8276 5.9656
H 0.2077 0.7663 5.7873
H 0.4529 -0.4593 4.1240
H -1.0981 -0.7504 3.2943
*
```

Summary:
gap between HOMO and LUMO: 8.670 eV
relative energy (zero: lowest compared OMol25 entry of this formula, charge and spin): 4.728 eV

---

Record 8
Computed, not measured: the molecule C3H8BNO, with ωB97M-V/def2-TZVPD.

```
! wB97M-V def2-TZVPD RIJCOSX def2/J DEFGRID3
* xyz 0 1
B -0.2485 -1.0312 -0.4637
C 1.3832 -0.9620 -0.1752
C -0.3981 1.4154 0.0111
C -1.2562 0.1706 -0.0797
N 1.7766 0.3913 0.1486
O 0.9877 1.3637 -0.4746
H -1.8309 0.3317 -1.0842
H -0.4362 -2.0997 -0.8757
H 1.6336 -1.5224 0.6922
H 1.9659 -1.3725 -0.9089
H -0.7714 2.3928 -0.4645
H -0.0079 1.6975 1.0675
H -1.8669 0.2485 0.7239
H 1.6830 0.6560 1.0720
*
```

Summary:
gap between HOMO and LUMO: 9.120 eV
relative energy (zero: lowest compared OMol25 entry of this formula, charge and spin): 5.407 eV

---

Record 9
Computed, not measured: a cluster of 3 separate species, C6H14NO2PS in total, with ωB97M-V/def2-TZVPD.

```
! wB97M-V def2-TZVPD RIJCOSX def2/J DEFGRID3
* xyz 0 1
C 5.0912 -0.1501 0.5174
C 4.7151 1.0705 -0.2588
C 3.6744 -0.8937 0.5584
C 3.5813 0.9087 -0.9077
C -4.4234 0.9400 1.0126
C -3.3093 1.1549 0.0461
N 0.4275 -1.3670 -1.5555
O -0.9891 -1.4655 0.5088
O 2.8270 -0.1656 -0.3328
P -0.0650 -2.2774 -0.2740
S -3.3186 -0.2495 -1.1356
H 5.7076 -0.8206 -0.1291
H 5.6473 -0.0137 1.3827
H -4.2291 -1.0664 -0.4645
H 5.2891 1.9844 -0.2976
H 3.7887 -1.8894 0.1764
H 3.2234 -0.9435 1.5604
H 3.1181 1.4685 -1.7195
H -4.2783 1.8962 1.5877
H -5.3547 0.9205 0.4197
H -4.4111 0.0366 1.6414
H -2.4550 1.0138 0.6447
H -3.5258 1.9265 -0.6784
H 0.8936 -1.9529 -2.2920
H -0.1908 -0.8135 -2.0898
*
```

Summary:
gap between HOMO and LUMO: 8.939 eV
relative energy (zero: lowest compared OMol25 entry of this formula, charge and spin): 3.506 eV

---

Record 10
Computed, not measured: the ion C3H8N2O with charge +1, with ωB97M-V/def2-TZVPD.

```
! wB97M-V def2-TZVPD RIJCOSX def2/J DEFGRID3
* xyz 1 2
N 1.2676 -0.4793 -1.4329
C 0.4304 0.7032 -1.3934
C -0.5119 0.6031 -0.2101
N -0.1055 -0.2782 0.8110
C -0.9281 -0.5063 1.9502
O -1.5445 1.1967 -0.0540
H 0.9077 -1.1766 -2.0777
H 2.2317 -0.2549 -1.6310
H 1.0201 1.6084 -1.3132
H -0.1976 0.8621 -2.2765
H 0.8302 -0.6816 0.8404
H -0.8589 0.3769 2.5999
H -1.9705 -0.6063 1.6913
H -0.5705 -1.3672 2.4960
*
```

Summary:
gap between HOMO and LUMO (alpha / beta): 11.746 / 6.087 eV
relative energy (zero: lowest compared OMol25 entry of this formula, charge and spin): 0.253 eV

---

Record 11
Computed, not measured: a cluster of 2 separate species, C5H14 in total, with ωB97M-V/def2-TZVPD.

```
! wB97M-V def2-TZVPD RIJCOSX def2/J DEFGRID3
* xyz 0 1
C 0.2512 -1.9795 0.4247
C 1.0152 -0.6588 0.1615
C 0.5780 -3.0459 -0.5631
H 0.3131 -2.3563 1.4018
H -0.8163 -1.5771 0.3237
H 1.4170 -0.1368 1.0726
H 0.2478 -2.9694 -1.6015
H 1.7455 -3.0152 -0.6425
H 0.4738 -0.0165 -0.3554
H 1.8363 -0.6593 -0.5759
H 0.1630 -4.0628 -0.2440
C -0.4106 2.8283 -0.5353
C -1.3532 2.3086 0.7003
H 0.4502 3.1114 -0.0896
H -0.1118 1.9012 -1.2231
H -1.0499 3.4806 -1.0222
H -0.7868 2.3894 1.6960
H -2.1831 3.0663 0.8020
H -1.7796 1.3919 0.2700
*
```

Summary:
gap between HOMO and LUMO: 12.024 eV
relative energy (zero: lowest compared OMol25 entry of this formula, charge and spin): 2.010 eV

---

Record 12
Computed, not measured: the molecule CH2Cl2N2O2, with ωB97M-V/def2-TZVPD.

```
! wB97M-V def2-TZVPD RIJCOSX def2/J DEFGRID3
* xyz 0 1
C -0.2335 0.3125 0.1850
N -1.4848 0.2258 0.9064
N 0.8666 1.0545 1.0895
O 2.0132 1.0167 0.7844
O 0.4466 1.5161 2.1155
Cl -2.3854 1.7809 0.8081
Cl -2.5056 -0.9170 -0.0120
H -0.4175 0.6029 -0.8032
H 0.1182 -0.7119 0.2671
*
```

Summary:
gap between HOMO and LUMO: 10.125 eV
relative energy (zero: lowest compared OMol25 entry of this formula, charge and spin): 0.494 eV